i.
DFT (the ωB97M-V functional and the def2-TZVPD basis) results for a 2-piece molecular cluster, C5H11N overall.

Output
Lowest unoccupied orbital energy (eV): 1.13
Structure (SMILES): C=CC.C=CN
HOMO-LUMO gap (Eh): 0.3475

Last columns: bonded neighbours and bond lengths (Å).
Cartesian coordinates (Å):
1 C -2.63 0.02 0.28  C2 1.330, H4 1.074, H5 1.088
2 C -1.85 -0.93 -0.24  C1 1.330, C3 1.487, H6 1.087
3 C -1.28 -0.89 -1.61  C2 1.487, H7 1.094, H8 1.089, H9 1.084
4 H -3.06 0.01 1.26  C1 1.074
5 H -3.03 0.77 -0.40  C1 1.088
6 H -1.51 -1.60 0.54  C2 1.087
7 H -1.83 -1.44 -2.39  C3 1.094
8 H -1.07 0.11 -1.97  C3 1.089
9 H -0.37 -1.48 -1.55  C3 1.084
10 C 2.09 1.58 -0.14  C11 1.327, H13 1.076, H14 1.081
11 C 2.04 0.32 0.27  C10 1.327, N12 1.383, H15 1.084
12 N 1.53 -0.06 1.50  C11 1.383, H16 1.010, H17 1.007
13 H 1.57 2.35 0.40  C10 1.076
14 H 2.35 1.86 -1.16  C10 1.081
15 H 2.67 -0.40 -0.22  C11 1.084
16 H 1.36 0.69 2.16  N12 1.010
17 H 1.95 -0.80 2.03  N12 1.007


ii.
DFT (the ωB97M-V functional and the def2-TZVPD basis) results for a 2-piece molecular cluster, C5H11N overall.

Output
Lowest unoccupied orbital energy (eV): -3.06
HOMO-LUMO gap (Eh): 0.1066

Last columns: bonded neighbours and bond lengths (Å).
Cartesian coordinates (Å):
1 C 2.58 2.07 -0.02  N6 1.396, H7 1.159, H8 1.101, H17 1.190
2 C -1.78 -2.64 -0.08  C3 1.441, H9 1.038, H10 1.061
3 C -1.47 -1.25 -0.28  C2 1.441, C4 1.366, C5 1.520
4 C -2.21 -0.20 -0.73  C3 1.366, H11 1.076, H12 1.121
5 C -0.18 -0.87 0.43  C3 1.520, H13 1.090, H14 1.091, H15 1.044
6 N 1.65 1.82 0.99  C1 1.396, H16 1.038
7 H 2.84 3.20 -0.04  C1 1.159
8 H 3.44 1.39 -0.04  C1 1.101
9 H -2.59 -3.06 -0.57  C2 1.038
10 H -1.06 -3.35 0.25  C2 1.061
11 H -1.87 0.65 -1.30  C4 1.076
12 H -3.32 -0.22 -0.61  C4 1.121
13 H 0.48 -0.22 -0.15  C5 1.090
14 H -0.37 -0.21 1.27  C5 1.091
15 H 0.22 -1.81 0.65  C5 1.044
16 H 1.52 2.79 1.34  N6 1.038
17 H 2.11 1.90 -1.10  C1 1.190


Verdict on stability: i comes out on top.


i.
DFT (the ωB97M-V functional and the def2-TZVPD basis) results for one molecule with the formula C5H11N.

Output
Lowest unoccupied orbital energy (eV): 1.19
Structure (SMILES): C=CCCCN
HOMO-LUMO gap (Eh): 0.3709

Last columns: bonded neighbours and bond lengths (Å).
Cartesian coordinates (Å):
1 C -2.14 0.22 -2.11  C2 1.346, H7 1.067, H8 1.063
2 C -0.92 0.20 -1.55  C1 1.346, C3 1.482, H9 1.059
3 C -0.76 -0.01 -0.09  C2 1.482, C4 1.527, H10 1.030, H11 1.111
4 C 0.37 -0.86 0.48  C3 1.527, C5 1.520, H12 1.092, H13 1.183
5 C 1.31 -0.28 1.53  C4 1.520, N6 1.459, H14 1.085, H15 1.165
6 N 2.10 0.83 0.99  C5 1.459, H16 0.984, H17 1.035
7 H -2.22 0.25 -3.17  C1 1.067
8 H -3.02 0.17 -1.51  C1 1.063
9 H -0.07 0.07 -2.17  C2 1.059
10 H -0.62 0.95 0.24  C3 1.030
11 H -1.61 -0.52 0.40  C3 1.111
12 H 1.06 -1.14 -0.33  C4 1.092
13 H -0.04 -1.90 0.85  C4 1.183
14 H 1.91 -0.95 2.14  C5 1.085
15 H 0.62 0.20 2.33  C5 1.165
16 H 1.67 1.29 0.23  N6 0.984
17 H 2.38 1.48 1.74  N6 1.035


ii.
DFT (the ωB97M-V functional and the def2-TZVPD basis) results for one molecule with the formula C5H11N.

Output
Lowest unoccupied orbital energy (eV): 1.00
Structure (SMILES): CC(C)=C(C)N
HOMO-LUMO gap (Eh): 0.3249

Last columns: bonded neighbours and bond lengths (Å).
Cartesian coordinates (Å):
1 C -0.24 1.96 -0.07  C2 1.531, H7 1.089, H8 1.101, H9 1.083
2 C -0.47 0.45 0.12  C1 1.531, C3 1.503, C4 1.337
3 C -1.79 -0.13 -0.31  C2 1.503, H10 1.089, H11 1.101, H12 1.096
4 C 0.61 -0.33 0.24  C2 1.337, C5 1.482, N6 1.462
5 C 0.61 -1.77 0.58  C4 1.482, H13 1.090, H14 1.096, H15 1.093
6 N 1.95 0.21 0.02  C4 1.462, H16 1.010, H17 1.013
7 H 0.63 2.15 0.55  C1 1.089
8 H 0.14 2.11 -1.09  C1 1.101
9 H -1.06 2.63 0.14  C1 1.083
10 H -1.94 -0.22 -1.38  C3 1.089
11 H -1.81 -1.17 0.06  C3 1.101
12 H -2.70 0.28 0.13  C3 1.096
13 H 1.49 -2.11 1.14  C5 1.090
14 H 0.47 -2.38 -0.32  C5 1.096
15 H -0.24 -2.00 1.23  C5 1.093
16 H 1.79 0.85 -0.74  N6 1.010
17 H 2.55 -0.54 -0.31  N6 1.013


Verdict on stability: ii comes out on top.


i.
DFT (the ωB97M-V functional and the def2-TZVPD basis) results for a 2-piece molecular cluster, C5H11N overall.

Output
Lowest unoccupied orbital energy (eV): -2.22
HOMO-LUMO gap (Eh): 0.2148

Last columns: bonded neighbours and bond lengths (Å).
Cartesian coordinates (Å):
1 C -1.53 1.08 -1.90  C2 1.526, H7 1.094, H8 1.090, H9 1.092
2 C -1.41 -0.38 -1.46  C1 1.526, C3 1.585, H10 1.090, H11 1.093
3 C -0.52 -0.50 -0.16  C2 1.585, C4 1.383, N6 1.310
4 C 0.12 -1.70 0.08  C3 1.383, H12 1.085, H13 1.087
5 C 2.30 0.55 2.35  H14 1.097, H15 1.082, H16 1.094, H17 1.094
6 N -0.32 0.56 0.59  C3 1.310
7 H -0.58 1.62 -2.00  C1 1.094
8 H -2.07 1.16 -2.84  C1 1.090
9 H -2.03 1.66 -1.11  C1 1.092
10 H -2.42 -0.70 -1.18  C2 1.090
11 H -1.05 -1.06 -2.24  C2 1.093
12 H -0.01 -2.58 -0.54  C4 1.085
13 H 0.49 -1.82 1.10  C4 1.087
14 H 1.32 0.86 1.98  C5 1.097
15 H 2.74 1.24 3.06  C5 1.082
16 H 2.86 0.42 1.42  C5 1.094
17 H 2.11 -0.40 2.86  C5 1.094


ii.
DFT (the ωB97M-V functional and the def2-TZVPD basis) results for one molecule with the formula C5H11N.

Output
Lowest unoccupied orbital energy (eV): 1.24
Structure (SMILES): CCC/C=C/N
HOMO-LUMO gap (Eh): 0.3480

Last columns: bonded neighbours and bond lengths (Å).
Cartesian coordinates (Å):
1 C -0.32 -2.11 0.27  C2 1.531, H7 1.154, H8 1.186, H9 1.051
2 C 0.73 -1.23 0.95  C1 1.531, C3 1.511, H10 1.151, H11 1.015
3 C 1.36 -0.31 -0.07  C2 1.511, C4 1.460, H12 1.068, H13 1.087
4 C 0.54 0.78 -0.59  C3 1.460, C5 1.317, H14 1.135
5 C -0.61 1.13 -0.06  C4 1.317, N6 1.371, H15 1.141
6 N -1.55 2.00 -0.56  C5 1.371, H16 1.013, H17 1.034
7 H -0.36 -2.95 1.07  C1 1.154
8 H 0.22 -2.88 -0.45  C1 1.186
9 H -1.25 -1.73 -0.03  C1 1.051
10 H 0.13 -0.62 1.72  C2 1.151
11 H 1.38 -1.76 1.52  C2 1.015
12 H 2.27 0.12 0.28  C3 1.068
13 H 1.78 -0.83 -0.93  C3 1.087
14 H 0.68 1.17 -1.65  C4 1.135
15 H -1.09 0.60 0.82  C5 1.141
16 H -1.38 2.42 -1.46  N6 1.013
17 H -1.72 2.86 -0.01  N6 1.034


iii.
DFT (the ωB97M-V functional and the def2-TZVPD basis) results for one molecule with the formula C5H11N.

Output
Lowest unoccupied orbital energy (eV): 1.04
Structure (SMILES): CN1CC1(C)C
HOMO-LUMO gap (Eh): 0.3709

Last columns: bonded neighbours and bond lengths (Å).
Cartesian coordinates (Å):
1 C -0.25 -1.76 -0.70  N2 1.439, H7 1.097, H8 1.122, H9 1.096
2 N 0.05 -1.16 0.57  C1 1.439, C3 1.457, C4 1.414
3 C 1.33 -0.51 0.80  N2 1.457, C4 1.507, H10 1.091, H11 1.099
4 C 0.07 0.25 0.48  N2 1.414, C3 1.507, C5 1.838, C6 1.522
5 C -0.01 0.91 -1.23  C4 1.838, H12 1.075, H13 1.098, H14 1.137
6 C -0.78 1.16 1.36  C4 1.522, H15 1.094, H16 1.095, H17 1.102
7 H -1.32 -1.99 -0.74  C1 1.097
8 H -0.06 -0.89 -1.39  C1 1.122
9 H 0.34 -2.66 -0.87  C1 1.096
10 H 2.07 -0.42 0.00  C3 1.091
11 H 1.77 -0.76 1.77  C3 1.099
12 H 0.60 1.78 -1.06  C5 1.075
13 H -1.06 1.19 -1.42  C5 1.098
14 H 0.31 0.60 -2.28  C5 1.137
15 H -0.31 2.14 1.44  C6 1.094
16 H -1.76 1.29 0.87  C6 1.095
17 H -0.98 0.81 2.39  C6 1.102


Verdict on stability: ii comes out on top.